{"formula": "C28H84O28", "method": "the ωB97M-V functional and the def2-TZVPD basis", "elements": ["C", "C", "O", "O", "H", "H", "H", "H", "H", "H", "C", "C", "O", "O", "H", "H", "H", "H", "H", "H", "C", "C", "O", "O", "H", "H", "H", "H", "H", "H", "C", "C", "O", "O", "H", "H", "H", "H", "H", "H", "C", "C", "O", "O", "H", "H", "H", "H", "H", "H", "C", "C", "O", "O", "H", "H", "H", "H", "H", "H", "C", "C", "O", "O", "H", "H", "H", "H", "H", "H", "C", "C", "O", "O", "H", "H", "H", "H", "H", "H", "C", "C", "O", "O", "H", "H", "H", "H", "H", "H", "C", "C", "O", "O", "H", "H", "H", "H", "H", "H", "C", "C", "O", "O", "H", "H", "H", "H", "H", "H", "C", "C", "O", "O", "H", "H", "H", "H", "H", "H", "C", "C", "O", "O", "H", "H", "H", "H", "H", "H", "C", "C", "O", "O", "H", "H", "H", "H", "H", "H"], "coordinates": [[-3.53005, -3.02899, -9.32975], [-2.24249, -3.65038, -9.77656], [-2.36795, -4.67954, -10.74967], [-4.10095, -2.16099, -10.32318], [-3.37304, -2.50358, -8.38773], [-4.27372, -3.79851, -9.12265], [-1.73716, -4.15357, -8.95222], [-1.46084, -3.01073, -10.18642], [-2.79471, -5.44653, -10.36082], [-4.53199, -2.68928, -10.99898], [1.37155, -4.31436, -20.42114], [2.64938, -3.82405, -21.19936], [2.63808, -4.13971, -22.60094], [1.15214, -5.71849, -20.28625], [0.64966, -3.86278, -21.10162], [1.26701, -3.78144, -19.47607], [3.50155, -4.34064, -20.75772], [2.80319, -2.75492, -21.05309], [3.40875, -4.66342, -22.83201], [1.82750, -6.06808, -19.70037], [-2.37895, -11.99161, -16.43125], [-1.72961, -11.83648, -15.08554], [-0.34562, -12.17879, -15.08635], [-2.49475, -13.38156, -16.81985], [-1.90072, -11.57464, -17.31756], [-3.38792, -11.58615, -16.35595], [-2.26274, -12.45346, -14.36221], [-1.85764, -10.82008, -14.71321], [0.20663, -11.57134, -15.58398], [-3.21250, -13.52064, -17.44201], [-3.51458, -19.17206, -24.46298], [-2.58354, -18.69615, -25.53169], [-1.91202, -17.55903, -25.08045], [-2.79776, -19.41059, -23.19505], [-3.93441, -20.14826, -24.70560], [-4.32624, -18.49402, -24.19919], [-3.03903, -18.51935, -26.50605], [-1.79372, -19.41200, -25.75943], [-1.68332, -17.76572, -24.17129], [-3.37549, -19.04526, -22.52099], [0.45595, -10.90954, -26.17960], [0.68596, -11.06926, -24.70456], [1.41277, -9.92591, -24.30026], [-0.48669, -11.84911, -26.71979], [1.41169, -10.95745, -26.70149], [0.08640, -9.89092, -26.29770], [1.17335, -11.98779, -24.37768], [-0.26320, -10.96041, -24.17983], [1.02742, -9.43961, -23.56772], [-0.52060, -12.71377, -26.30405], [3.12317, -12.13596, -7.28082], [2.17292, -12.31695, -8.44588], [2.73484, -13.26465, -9.29690], [2.76193, -11.11947, -6.31244], [4.14571, -12.05943, -7.65049], [3.15138, -13.07576, -6.72939], [1.97210, -11.41798, -9.02865], [1.22229, -12.58418, -7.98438], [2.51993, -13.07258, -10.21262], [3.36923, -11.11692, -5.56895], [-7.17551, -20.85955, -17.30116], [-7.41768, -21.60974, -16.03668], [-6.22114, -21.90596, -15.32938], [-6.87812, -21.78728, -18.35605], [-6.42438, -20.11417, -17.03980], [-8.07717, -20.31274, -17.57705], [-7.97654, -22.53386, -16.18434], [-7.95760, -20.94403, -15.36331], [-5.62779, -22.35592, -15.93524], [-6.07017, -22.26364, -18.15136], [6.15696, -9.91245, -17.51760], [7.36546, -8.96438, -17.64560], [7.46914, -8.25834, -16.38593], [5.01552, -9.04649, -17.27669], [6.28886, -10.59114, -16.67493], [5.98197, -10.51940, -18.40590], [7.11808, -8.21987, -18.40231], [8.21183, -9.50818, -18.06518], [8.08792, -8.71335, -15.81003], [5.20086, -8.42441, -16.56939], [-10.69998, -11.10282, -16.22220], [-10.18520, -9.85333, -16.90260], [-10.88085, -9.67943, -18.15423], [-10.23517, -12.23585, -16.83536], [-11.78275, -10.97844, -16.20695], [-10.40593, -11.21484, -15.17860], [-9.12747, -10.02134, -17.10531], [-10.17920, -8.97562, -16.25632], [-10.48746, -8.93592, -18.61687], [-10.54404, -12.15814, -17.74100], [-9.43214, -14.61742, -22.43167], [-8.11286, -14.14648, -21.90096], [-7.62865, -14.98365, -20.95457], [-10.47769, -14.34987, -21.61828], [-9.41239, -15.68105, -22.66918], [-9.66288, -14.31749, -23.45387], [-8.28699, -13.24291, -21.31672], [-7.49145, -13.78595, -22.72070], [-8.32118, -15.19640, -20.32469], [-11.06666, -15.10244, -21.70968], [1.33871, -18.27457, -14.39688], [2.19563, -19.50676, -14.13273], [3.18836, -19.60981, -15.07889], [0.44393, -18.58281, -15.49609], [2.08676, -17.48767, -14.49339], [0.79535, -17.96514, -13.50406], [1.70873, -20.48187, -14.14700], [2.69471, -19.40572, -13.16899], [2.76898, -19.74037, -15.93252], [-0.10726, -17.81332, -15.65629], [3.89851, -18.47679, -20.90281], [3.52006, -17.09355, -20.33340], [2.05494, -16.95047, -20.55927], [3.07132, -19.48373, -20.27888], [4.96343, -18.67654, -20.78381], [3.70959, -18.60589, -21.96852], [4.04615, -16.26144, -20.80129], [3.75433, -17.10890, -19.26898], [1.55962, -16.86807, -19.74106], [2.14883, -19.22447, -20.33711], [-8.69072, -8.77844, -9.97850], [-7.40721, -9.29059, -10.53959], [-6.21981, -9.00591, -9.78796], [-9.03923, -9.58904, -8.80814], [-9.46562, -8.78672, -10.74502], [-8.70083, -7.71417, -9.74332], [-7.42351, -8.81776, -11.52155], [-7.36407, -10.36100, -10.74072], [-6.23057, -9.42948, -8.92652], [-9.89383, -9.36952, -8.42989], [-6.65143, -16.76771, -10.84452], [-8.02861, -16.66560, -10.08401], [-8.86684, -17.79586, -10.30897], [-6.03847, -18.06490, -10.55832], [-6.01978, -15.98390, -10.42649], [-6.81858, -16.54972, -11.89934], [-8.55078, -15.85415, -10.59094], [-7.93733, -16.47353, -9.01496], [-8.59169, -18.58558, -9.83756], [-6.23508, -18.65995, -11.28554]], "energy_ha": -3223.4990, "e_above_lowest_kj_mol": 726.22, "e_homo_ev": -10.03, "fmax_ev_per_a": 3.5}